{
  "formula": "C4H9NO",
  "method": "the ωB97M-V functional and the def2-TZVPD basis",
  "multiplicity": 1,
  "homo_ha": -0.3137,
  "e_above_lowest_kcal_mol": 129.2,
  "homo_lumo_gap_ev": 7.14,
  "lumo_ev": -1.40,
  "species": ["C", "C", "C", "N", "C", "O", "H", "H", "H", "H", "H", "H", "H", "H", "H"],
  "xyz": [[1.497, -0.874, -0.410], [1.347, 0.892, 0.729], [0.352, 0.001, -0.229], [-0.778, -0.636, 0.579], [-2.104, -0.215, 0.205], [-0.093, 0.777, -1.146], [2.128, -1.258, 0.379], [1.894, -0.972, -1.415], [2.183, 1.334, 0.185], [0.735, 1.767, 0.934], [1.487, 0.343, 1.649], [-0.616, -1.609, 0.367], [-2.853, -0.879, 0.640], [-2.337, -0.199, -0.865], [-2.285, 0.824, 0.484]],
  "atomic_forces_ev_per_a": [[0.3, 0.6, 0.0], [0.9, 0.8, 0.3], [-4.5, -0.3, -1.0], [2.2, -0.3, 0.0], [-0.7, 0.6, -0.7], [1.5, -0.5, -0.1], [-0.4, -0.3, 0.2], [0.3, 0.6, 0.0], [0.5, -0.4, 0.5], [-0.6, -0.4, -0.3], [0.7, 0.1, 0.1], [-0.7, -0.2, 0.3], [0.2, 0.1, 0.4], [0.5, -0.3, -0.2], [0.0, -0.2, 0.5]]
}